Record 1
{"formula": "C35H36GeN5OPRuS2", "method": "ωB97M-V/def2-TZVPD", "symbols": ["Ru", "C", "C", "N", "N", "C", "O", "C", "C", "C", "C", "C", "C", "C", "C", "C", "C", "C", "N", "H", "H", "H", "H", "H", "H", "H", "H", "H", "H", "H", "H", "S", "C", "C", "N", "C", "S", "C", "N", "C", "Ge", "C", "C", "C", "H", "H", "H", "H", "H", "H", "H", "H", "H", "H", "H", "C", "P", "C", "C", "C", "C", "C", "C", "C", "C", "C", "C", "C", "C", "H", "H", "H", "H", "H", "H", "H", "H", "H", "H", "H", "H", "H"], "xyz": [[-0.193, 0.493, -0.491], [0.217, 2.391, 3.344], [0.496, 1.905, 1.947], [0.053, 0.697, 1.560], [-0.529, -0.137, 2.393], [-0.663, -1.391, 1.968], [-0.146, -1.812, 0.880], [-1.461, -2.272, 2.829], [-2.059, -1.791, 3.999], [-2.829, -2.620, 4.784], [-3.035, -3.943, 4.416], [-2.449, -4.431, 3.257], [-1.671, -3.607, 2.470], [1.263, 2.654, 1.029], [1.830, 3.925, 1.319], [2.540, 4.596, 0.362], [2.718, 4.012, -0.900], [2.156, 2.768, -1.123], [1.466, 2.108, -0.214], [-0.274, 1.592, 3.896], [-0.439, 3.261, 3.332], [1.145, 2.659, 3.854], [-1.910, -0.757, 4.267], [-3.286, -2.238, 5.686], [-3.658, -4.585, 5.023], [-2.610, -5.460, 2.964], [-1.220, -3.973, 1.559], [1.690, 4.355, 2.298], [2.965, 5.570, 0.569], [3.244, 4.526, -1.685], [2.287, 2.277, -2.083], [-0.121, 0.181, -2.852], [-1.094, 1.453, -3.511], [-1.401, 1.292, -4.865], [-1.639, 1.127, -5.979], [-1.529, 2.583, -2.836], [-1.206, 2.959, -1.200], [-2.315, 3.532, -3.508], [-2.975, 4.333, -4.005], [-4.740, 2.130, -0.957], [-3.645, 1.136, 0.385], [-4.913, -0.133, 1.284], [-3.078, 2.429, 1.792], [-2.278, 0.002, -0.481], [-5.656, 2.497, -0.504], [-5.010, 1.486, -1.790], [-4.192, 2.974, -1.362], [-5.748, 0.417, 1.706], [-4.433, -0.695, 2.080], [-5.319, -0.839, 0.564], [-3.958, 2.942, 2.168], [-2.396, 3.176, 1.398], [-2.594, 1.922, 2.621], [-2.608, -0.138, -1.518], [-2.316, -0.973, 0.017], [2.709, -1.737, 1.124], [1.886, -0.981, -0.343], [1.627, -2.476, -1.363], [0.342, -2.916, -1.651], [0.150, -4.063, -2.402], [1.238, -4.753, -2.909], [2.521, -4.294, -2.660], [2.718, -3.172, -1.876], [3.367, -0.317, -1.208], [4.475, 0.177, -0.525], [5.561, 0.689, -1.214], [5.551, 0.739, -2.597], [4.428, 0.306, -3.286], [3.346, -0.207, -2.599], [3.644, -2.201, 0.810], [2.032, -2.479, 1.540], [2.902, -0.977, 1.879], [-0.505, -2.364, -1.263], [-0.852, -4.418, -2.598], [1.090, -5.646, -3.502], [3.374, -4.811, -3.080], [3.725, -2.829, -1.675], [4.496, 0.163, 0.555], [6.425, 1.042, -0.668], [6.405, 1.128, -3.135], [4.403, 0.359, -4.365], [2.469, -0.533, -3.143]], "mulliken_spin": [0.910, 0.004, 0.034, -0.034, 0.006, -0.032, -0.014, 0.016, 0.001, -0.001, 0.002, -0.001, 0.002, -0.042, -0.008, 0.004, -0.008, -0.003, 0.026, 0.000, -0.001, -0.001, 0.000, 0.000, 0.000, 0.000, 0.002, -0.001, 0.000, -0.001, -0.001, -0.026, 0.014, 0.002, -0.001, -0.007, -0.019, 0.002, 0.000, 0.000, 0.009, -0.001, 0.003, 0.010, 0.000, 0.000, 0.001, 0.000, 0.000, 0.001, 0.000, 0.000, 0.000, -0.008, 0.020, 0.006, 0.116, -0.021, 0.016, 0.005, 0.000, -0.001, -0.004, 0.002, 0.003, -0.002, 0.001, 0.000, 0.006, -0.002, 0.001, -0.001, 0.013, 0.000, 0.000, 0.000, 0.001, 0.001, 0.000, 0.000, 0.000, 0.000], "e_lumo_ev": [1.636, 1.613], "multiplicity": 2, "charge": -1, "e_above_lowest_kj_mol": 0.0}



Record 2
{"formula": "C35H36NNdPS5Te", "method": "ωB97M-V/def2-TZVPD", "symbols": ["Nd", "C", "C", "S", "C", "C", "S", "C", "C", "S", "C", "C", "S", "H", "H", "H", "H", "H", "H", "H", "H", "H", "H", "H", "H", "H", "H", "H", "H", "C", "C", "C", "C", "C", "C", "P", "C", "C", "C", "C", "C", "C", "C", "C", "C", "C", "C", "C", "C", "C", "C", "C", "H", "H", "H", "H", "H", "H", "H", "H", "H", "H", "H", "H", "H", "H", "H", "H", "Te", "C", "C", "C", "C", "S", "H", "H", "H", "N", "C", "H"], "xyz": [[-0.758, -0.228, -1.162], [-1.884, -4.197, -2.459], [-0.442, -4.336, -2.784], [0.314, -2.694, -3.187], [2.133, -2.996, -2.851], [2.941, -1.730, -2.583], [2.322, -0.888, -1.069], [2.555, -2.161, 0.153], [1.323, -3.006, 0.504], [0.045, -1.941, 1.298], [-1.378, -3.043, 1.553], [-1.859, -3.831, 0.315], [-2.375, -2.972, -1.205], [-2.418, -5.137, -2.119], [-2.536, -3.955, -3.299], [-0.410, -4.961, -3.755], [0.071, -4.933, -2.052], [2.516, -3.545, -3.665], [2.048, -3.725, -2.034], [2.894, -1.016, -3.342], [3.966, -2.004, -2.409], [2.810, -1.553, 1.062], [3.419, -2.768, -0.138], [1.649, -3.850, 1.169], [0.950, -3.403, -0.427], [-2.124, -2.302, 1.916], [-1.142, -3.782, 2.351], [-2.707, -4.537, 0.490], [-1.000, -4.464, 0.006], [3.798, -0.225, 4.190], [4.277, 0.226, 2.950], [3.435, 0.746, 1.985], [2.061, 0.801, 2.167], [1.573, 0.461, 3.421], [2.441, -0.096, 4.410], [0.891, 1.488, 0.926], [1.722, 2.952, 0.186], [1.242, 4.285, 0.259], [1.977, 5.262, -0.375], [3.142, 5.000, -1.052], [3.596, 3.696, -1.204], [2.913, 2.690, -0.545], [-0.511, 2.240, 1.840], [-0.431, 3.266, 2.694], [-1.554, 3.827, 3.347], [-2.736, 3.169, 3.329], [-2.927, 2.131, 2.445], [-4.200, 1.466, 2.408], [-4.352, 0.477, 1.455], [-3.322, 0.149, 0.525], [-2.031, 0.664, 0.645], [-1.833, 1.671, 1.639], [4.400, -0.569, 4.991], [5.338, 0.288, 2.716], [3.853, 1.176, 1.106], [0.541, 0.642, 3.685], [1.976, -0.344, 5.401], [0.427, 4.547, 0.842], [1.651, 6.294, -0.359], [3.634, 5.791, -1.546], [4.531, 3.530, -1.701], [3.277, 1.680, -0.720], [0.581, 3.677, 2.784], [-1.489, 4.763, 3.870], [-3.518, 3.617, 3.908], [-5.100, 1.781, 2.973], [-5.328, 0.117, 1.219], [-3.603, -0.560, -0.238], [0.019, 0.771, -4.108], [-1.854, -0.117, -3.895], [-2.910, 0.434, -3.215], [-4.117, -0.331, -3.215], [-3.974, -1.455, -3.944], [-2.418, -1.596, -4.586], [-2.949, 1.359, -2.692], [-5.118, -0.084, -2.811], [-4.767, -2.160, -4.160], [-1.168, 3.540, -1.391], [-1.190, 2.352, -1.476], [-0.818, 4.465, -1.359]], "mulliken_spin": [3.043, 0.000, 0.000, -0.003, 0.000, -0.002, 0.000, -0.001, -0.001, -0.003, 0.000, -0.001, -0.002, 0.000, 0.000, 0.000, 0.000, 0.000, 0.000, 0.000, 0.000, 0.000, 0.000, 0.000, 0.000, 0.000, 0.000, 0.000, 0.000, 0.000, 0.000, -0.001, -0.003, -0.001, 0.000, 0.003, -0.003, 0.001, 0.000, 0.000, 0.000, 0.001, -0.007, -0.001, 0.000, 0.001, -0.003, 0.002, -0.001, 0.013, -0.020, 0.007, 0.000, 0.000, 0.000, 0.000, 0.000, 0.000, 0.000, 0.000, 0.000, -0.001, 0.000, 0.000, 0.000, 0.000, 0.000, 0.000, -0.010, -0.001, 0.000, -0.001, -0.001, 0.000, 0.000, 0.000, 0.000, 0.003, -0.007, 0.000], "e_lumo_ev": [-2.069, -2.046], "multiplicity": 4, "charge": 1, "e_above_lowest_kj_mol": 49.3}



Record 3
{"formula": "C35H37FP2Zn", "method": "ωB97M-V/def2-TZVPD", "symbols": ["Zn", "C", "C", "C", "C", "C", "C", "C", "C", "C", "H", "H", "H", "H", "H", "H", "H", "H", "H", "H", "H", "H", "H", "H", "H", "P", "P", "C", "C", "C", "C", "C", "C", "C", "C", "C", "C", "C", "C", "C", "C", "C", "C", "C", "C", "C", "C", "C", "C", "C", "C", "C", "C", "H", "H", "H", "H", "H", "H", "H", "H", "H", "H", "H", "H", "H", "H", "H", "H", "H", "H", "H", "H", "H", "H", "F"], "xyz": [[-0.822, 0.559, -1.988], [-1.510, 2.195, -2.976], [-1.783, 2.351, -1.613], [-3.052, 1.955, -0.904], [-3.621, 0.549, -1.272], [-2.564, -0.483, -1.572], [-2.088, -0.785, -2.830], [-2.340, -0.056, -4.114], [-2.403, 1.497, -3.993], [2.263, -1.643, 1.950], [-0.807, 2.903, -3.430], [-1.154, 3.024, -1.029], [-3.817, 2.698, -1.175], [-2.905, 1.994, 0.196], [-4.239, 0.207, -0.422], [-4.262, 0.660, -2.162], [-2.250, -1.090, -0.714], [-1.581, -1.735, -2.997], [-3.232, -0.409, -4.635], [-1.476, -0.370, -4.737], [-2.056, 1.823, -4.986], [-3.464, 1.771, -3.910], [2.713, -1.132, 1.090], [2.867, -2.522, 2.258], [2.139, -0.922, 2.769], [1.339, 1.515, 0.744], [0.672, -2.245, 1.399], [-0.148, 0.506, 0.993], [-0.409, -0.825, 1.238], [1.143, 2.696, 2.107], [-0.056, 3.385, 2.383], [-0.085, 4.273, 3.463], [1.057, 4.466, 4.250], [2.259, 3.783, 3.976], [2.296, 2.906, 2.899], [1.528, 2.625, -0.720], [1.739, 2.146, -2.041], [2.682, 2.659, -2.921], [2.971, 4.003, -2.760], [2.382, 4.687, -1.673], [1.734, 4.015, -0.614], [-0.057, -3.384, 2.580], [-0.319, -2.900, 3.878], [-0.832, -3.776, 4.836], [-1.077, -5.109, 4.502], [-0.867, -5.560, 3.195], [-0.325, -4.713, 2.230], [0.919, -3.150, -0.168], [2.205, -3.519, -0.618], [2.353, -4.102, -1.877], [1.233, -4.316, -2.680], [-0.046, -4.041, -2.208], [-0.202, -3.494, -0.934], [-1.036, 1.155, 0.981], [-1.444, -1.102, 1.534], [-0.954, 3.218, 1.782], [-1.026, 4.800, 3.700], [1.029, 5.159, 5.083], [3.153, 3.919, 4.603], [3.201, 2.356, 2.646], [1.191, 1.254, -2.406], [3.129, 1.986, -3.659], [3.659, 4.484, -3.458], [2.494, 5.766, -1.592], [1.447, 4.525, 0.296], [-0.090, -1.856, 4.124], [-1.055, -3.404, 5.839], [-1.493, -5.786, 5.252], [-1.145, -6.569, 2.918], [-0.109, -5.073, 1.222], [3.080, -3.381, 0.014], [3.345, -4.390, -2.219], [1.359, -4.723, -3.684], [-0.928, -4.235, -2.818], [-1.216, -3.333, -0.555], [0.764, -0.341, -1.865]], "mulliken_charge": [0.416, -0.312, 0.135, -1.071, -1.131, -0.070, 0.746, -1.121, -1.310, -1.736, 0.696, 0.755, 0.567, 0.177, 0.473, 0.226, 0.295, 0.171, 0.391, 0.332, 0.347, 0.327, 0.618, 0.486, 0.305, 0.263, 1.828, -0.370, -0.849, -0.277, 0.255, -0.625, -0.460, -0.609, -0.289, 0.238, -0.003, -1.131, -0.336, -0.712, -0.451, 0.221, -0.421, -0.616, -0.463, -0.678, -0.234, 0.103, -0.439, -0.671, -0.477, -0.844, -0.168, 0.348, 0.571, 0.252, 0.371, 0.369, 0.380, 0.370, 0.418, 0.416, 0.381, 0.383, 0.374, 0.368, 0.380, 0.358, 0.397, 0.315, 0.339, 0.394, 0.382, 0.462, 0.438, -0.960], "e_lumo_ev": [0.401, 0.388], "charge": 0}